The following is a DFT calculation (ωB97M-V with the def2-TZVPD basis set) of 2 unconnected molecules or ions with the total composition C3H6NO.

```
! wB97M-V def2-TZVPD RIJCOSX def2/J DEFGRID3
* xyz 1 1
H 1.2518 -1.5603 -1.2111
O 0.0630 -0.6113 1.3403
C 0.3765 0.7824 1.6696
H 0.7509 0.9671 2.6663
H -1.6115 -0.4627 -0.0515
C -0.7391 -0.0403 0.4474
H 0.7995 -0.4010 -2.4385
H -0.3715 -1.2109 -1.6929
N 0.5904 -0.9907 -1.6890
C -0.3045 1.3268 0.5620
H -0.8056 2.2008 0.3973
*
```

## Properties
LUMO energy (spin up / spin down) = -6.9 / -6.9 eV
HOMO-LUMO gap (spin up / spin down) = 0.278 / 0.278 Ha
ΔE to the lowest compared entry with this formula, charge and spin = 3.906 eV

The following is a DFT calculation (ωB97M-V with the def2-TZVPD basis set) of 6 unconnected molecules or ions with the total composition CH13O5S.

```
! wB97M-V def2-TZVPD RIJCOSX def2/J DEFGRID3
* xyz -1 1
H -1.6457 0.3197 -0.9837
O -0.1418 3.4287 -1.3176
H 0.1969 -0.4248 2.6228
H 0.2762 3.3410 -2.1044
H 0.7093 -3.2049 1.4667
O 1.3139 1.7498 0.7595
H 0.7350 0.9582 0.7544
H -0.1106 -4.2746 1.2721
H -2.4030 1.3651 -0.2859
S -0.0277 -1.1722 0.3341
H 0.5943 2.2230 0.2808
O 0.8402 -4.1625 1.2913
O 1.0243 0.6130 -2.1483
H -0.6954 -1.8773 2.5783
O -2.2282 1.1389 -1.2451
H -0.8351 2.7481 -1.2624
H -1.5356 -0.2611 2.2367
H 0.4355 0.4846 -1.3437
H 1.8771 0.8399 -1.7860
C -0.6037 -0.9372 2.0817
*
```

## Properties
LUMO energy = 3.5 eV
HOMO-LUMO gap = 0.275 Ha
ΔE to the lowest compared entry with this formula, charge and spin = 1.374 eV

The following is a DFT calculation (ωB97M-V with the def2-TZVPD basis set) of a molecular structure, C17H19N4O3S3Zn.

```
! wB97M-V def2-TZVPD RIJCOSX def2/J DEFGRID3
* xyz -1 1
O -0.8613 -1.0057 3.6041
N -1.9145 -0.7565 -0.5033
C -1.6103 -1.3555 -4.0450
H 1.4100 -2.4186 4.0764
N -2.5753 -1.0949 0.5893
H -2.4655 -1.9825 -4.2478
H 1.9926 4.9779 -1.2852
H -2.9893 -3.0997 -2.6151
C 1.9071 0.9865 1.2424
C -2.9358 -2.6571 -1.6275
Zn -0.6129 0.9261 -0.3227
H -0.7948 -3.7033 3.5271
N -3.3790 -0.5174 2.6417
C -2.7730 -0.1421 1.4827
C -0.7323 -3.3838 2.4914
H -3.1995 -1.4776 2.9077
C 0.2184 -0.0223 -4.8008
H 1.2045 1.0406 -3.2009
O 0.7807 0.4731 0.9198
H -3.9321 -2.3733 -1.2897
C -2.0305 -1.4612 -1.5820
S 0.4324 2.8190 -1.2642
C -0.8483 -0.8637 -5.0851
C 2.2613 2.4090 0.8748
H -3.2214 0.1338 3.3987
H -0.0226 -3.9914 1.9422
C -1.2883 -0.9929 -2.7293
H -2.5642 -3.4046 -0.9264
C 0.4334 0.3335 -3.4752
N -0.2897 -0.1343 -2.4776
O 2.7586 0.3547 1.8700
H 3.8323 5.8789 0.0905
S -2.5569 1.5175 1.2044
H 1.9768 -2.6989 2.3926
S -0.1687 -1.5946 2.4456
H 3.6508 2.3375 2.4688
H 0.8517 0.3713 -5.5823
C 1.5014 -2.0052 3.0771
C 3.3962 4.9161 0.3258
C 3.8511 4.1804 1.4101
H -1.0974 -1.1211 -6.1067
H 2.0653 -1.0736 3.0755
C 3.2897 2.9462 1.6530
C 2.3686 4.4201 -0.4415
C 1.7567 3.1868 -0.1774
H 4.6324 4.5612 2.0527
H -1.7085 -3.4385 2.0211
*
```

## Properties
LUMO energy = 2.3 eV
HOMO-LUMO gap = 0.242 Ha
ΔE to the lowest compared entry with this formula, charge and spin = 0.558 eV

The following is a DFT calculation (ωB97M-V with the def2-TZVPD basis set) of a molecular structure, C5H11NO3Tl.

```
! wB97M-V def2-TZVPD RIJCOSX def2/J DEFGRID3
* xyz 1 1
H -0.9522 0.8005 4.0313
H -2.4028 -0.7721 -0.9140
H 2.1957 -0.1830 -3.3873
H -0.3414 -1.5363 2.9424
C 0.4387 -0.7612 3.0487
C -0.3029 0.6771 3.1504
C 0.4743 -0.1907 -2.1518
H 0.9169 0.9411 -3.9453
H 0.6938 -0.7589 -4.1813
N -0.8401 0.0571 -2.0671
H 0.8352 -0.9063 4.0840
H -0.9956 -0.4724 -0.0330
O 1.3034 -0.8385 2.1662
H -1.0244 0.6678 2.2871
O 1.1383 -0.5107 -1.1540
C 1.1304 -0.0291 -3.4948
H -2.0525 0.9013 -0.5517
C -1.5882 -0.0429 -0.8390
H -1.4022 0.3355 -2.8533
O 0.4232 1.6569 2.9716
Tl 2.3524 0.9648 0.8908
*
```

## Properties
LUMO energy = -7.4 eV
HOMO-LUMO gap = 0.215 Ha
ΔE to the lowest compared entry with this formula, charge and spin = 0.000 eV

Number 1: strongest force on any atom 5.182 eV/A. Number 2: strongest force on any atom 4.868 eV/A. Number 3: strongest force on any atom 2.611 eV/A. Number 4: strongest force on any atom 6.480 eV/A.